The following is a DFT calculation (the ωB97M-V functional and the def2-TZVPD basis) of a molecular structure, C35H37ClO4P2Sn in a non-equilibrium geometry.

CARTESIAN COORDINATES (ANGSTROEM)
1 Sn -1.10 0.30 0.74
2 C -6.00 -2.88 -1.58
3 C -5.15 -3.00 -2.60
4 C -5.49 -2.61 -4.02
5 C -6.27 -1.28 -4.18
6 C -5.93 -0.18 -3.22
7 C -6.57 0.02 -2.07
8 C -7.61 -0.88 -1.49
9 C -7.42 -2.39 -1.75
10 C 0.55 1.76 0.39
11 H -5.75 -3.25 -0.58
12 H -4.19 -3.50 -2.46
13 H -6.09 -3.39 -4.51
14 H -4.55 -2.53 -4.60
15 H -6.07 -0.91 -5.20
16 H -7.35 -1.50 -4.16
17 H -5.21 0.54 -3.62
18 H -6.50 0.96 -1.52
19 H -8.61 -0.60 -1.88
20 H -7.64 -0.70 -0.41
21 H -8.05 -2.92 -1.03
22 H -7.81 -2.63 -2.74
23 H 0.99 1.87 1.39
24 H 0.25 2.73 0.00
25 H 1.29 1.29 -0.28
26 P -1.18 -2.15 -1.15
27 P -2.28 1.47 -1.17
28 C -2.44 -1.28 -2.05
29 C -2.83 0.03 -2.10
30 C -0.17 -3.22 -2.17
31 C -0.71 -3.92 -3.26
32 C 0.11 -4.72 -4.06
33 C 1.48 -4.81 -3.79
34 C 2.02 -4.12 -2.70
35 C 1.21 -3.31 -1.89
36 C -1.96 -3.14 0.17
37 C -2.67 -2.51 1.20
38 C -3.17 -3.24 2.28
39 C -3.04 -4.63 2.31
40 C -2.35 -5.27 1.27
41 C -1.80 -4.54 0.21
42 C -1.53 2.75 -2.19
43 C -0.41 2.42 -2.98
44 C 0.15 3.38 -3.83
45 C -0.39 4.67 -3.88
46 C -1.47 5.01 -3.06
47 C -2.04 4.06 -2.20
48 C -3.41 2.27 0.03
49 C -2.99 2.87 1.24
50 C -3.94 3.23 2.20
51 C -5.31 3.07 1.95
52 C -5.73 2.55 0.71
53 C -4.77 2.15 -0.23
54 H -3.03 -2.01 -2.62
55 H -3.57 0.29 -2.88
56 H -1.78 -3.82 -3.50
57 H -0.32 -5.27 -4.90
58 H 2.13 -5.42 -4.43
59 H 3.08 -4.19 -2.47
60 H 1.63 -2.76 -1.05
61 H -2.82 -1.41 1.20
62 H -3.68 -2.71 3.09
63 H -3.47 -5.19 3.13
64 H -2.25 -6.36 1.29
65 H -1.24 -5.05 -0.57
66 H 0.03 1.43 -2.89
67 H 1.01 3.12 -4.44
68 H 0.04 5.41 -4.57
69 H -1.88 6.02 -3.09
70 H -2.86 4.34 -1.53
71 H -1.93 2.99 1.46
72 H -3.61 3.64 3.16
73 H -6.04 3.34 2.70
74 H -6.79 2.44 0.49
75 H -5.06 1.70 -1.18
76 O 2.80 1.11 2.59
77 Cl 3.96 0.50 1.88
78 O 3.74 0.59 0.40
79 O 4.16 -0.92 2.30
80 O -0.20 -1.13 -0.49

2S+1	1
lowest unoccupied orbital energy	-1.4	eV
E_HOMO	-6.35	eV
E_tot	-3013.69641	hartree
frontier orbital gap	0.182	hartree
energy relative to the best compared isomer or geometry (same formula, charge and spin)	0.0	kJ/mol

=====

The following is a DFT calculation (the ωB97M-V functional and the def2-TZVPD basis) of a molecular structure, C35H37CuF5N12O3S.

CARTESIAN COORDINATES (ANGSTROEM)
1 Cu -0.85 -0.89 0.26
2 C 4.13 3.66 0.60
3 O 5.09 2.62 0.58
4 C 4.86 1.37 1.08
5 C 5.99 0.55 1.06
6 C 5.96 -0.74 1.55
7 C 4.78 -1.25 2.08
8 C 3.66 -0.45 2.10
9 C 3.66 0.85 1.59
10 N 2.44 1.58 1.61
11 C 1.21 1.03 1.32
12 N 0.22 1.53 2.11
13 C -1.16 1.22 2.22
14 C -1.80 0.19 1.56
15 C -3.15 -0.03 1.84
16 C -3.85 0.77 2.73
17 C -3.20 1.82 3.38
18 C -1.86 2.04 3.12
19 O -1.11 3.02 3.73
20 C -1.79 3.90 4.61
21 N 0.98 0.14 0.40
22 C 1.98 -0.21 -0.55
23 C 2.34 -1.54 -0.68
24 C 3.24 -1.96 -1.65
25 C 3.79 -1.02 -2.51
26 C 3.41 0.31 -2.43
27 C 2.50 0.72 -1.46
28 O 2.03 2.00 -1.36
29 C 2.41 2.91 -2.38
30 H 4.58 4.47 0.03
31 H 3.96 4.02 1.62
32 H 3.19 3.37 0.14
33 H 6.90 0.98 0.65
34 H 6.85 -1.34 1.51
35 H 4.74 -2.26 2.47
36 H 2.72 -0.82 2.50
37 H 2.41 2.38 2.21
38 H 0.52 2.15 2.84
39 H -3.67 -0.85 1.36
40 H -4.90 0.58 2.93
41 H -3.74 2.44 4.07
42 H -1.04 4.62 4.95
43 H -2.19 3.37 5.47
44 H -2.60 4.43 4.10
45 H 1.89 -2.26 -0.01
46 H 3.50 -3.00 -1.73
47 H 4.50 -1.33 -3.27
48 H 3.83 1.02 -3.12
49 H 1.87 3.83 -2.18
50 H 2.15 2.53 -3.37
51 H 3.49 3.11 -2.34
52 N 1.16 -2.45 5.16
53 N 0.57 -2.65 3.92
54 N 0.34 -3.85 3.44
55 C -0.13 -3.55 2.23
56 N -0.16 -2.23 2.02
57 N 0.30 -1.66 3.12
58 H 0.90 -3.25 5.73
59 H 0.73 -1.61 5.55
60 H -0.44 -4.27 1.49
61 F -5.55 -6.06 -2.80
62 C -4.49 -5.36 -2.40
63 C -3.89 -5.62 -1.18
64 F -4.38 -6.59 -0.40
65 C -2.80 -4.88 -0.77
66 F -2.28 -5.19 0.43
67 C -2.24 -3.86 -1.53
68 S -0.81 -2.99 -1.02
69 C -2.87 -3.63 -2.76
70 F -2.41 -2.68 -3.59
71 C -3.97 -4.35 -3.19
72 F -4.53 -4.08 -4.38
73 C -0.88 0.08 -2.69
74 N -1.38 0.88 -3.79
75 C -1.30 2.29 -3.42
76 N -2.08 2.59 -2.21
77 C -1.56 1.76 -1.12
78 N -1.65 0.31 -1.44
79 C -3.07 -0.01 -1.71
80 N -3.60 0.79 -2.81
81 C -2.79 0.54 -4.01
82 C -3.47 2.21 -2.45
83 H 0.17 0.33 -2.50
84 H -0.94 -0.98 -2.93
85 H -1.69 2.90 -4.24
86 H -0.26 2.56 -3.24
87 H -2.14 1.95 -0.22
88 H -0.52 2.01 -0.93
89 H -3.64 0.19 -0.81
90 H -3.13 -1.07 -1.96
91 H -3.18 1.15 -4.83
92 H -2.87 -0.51 -4.28
93 H -4.05 2.40 -1.55
94 H -3.86 2.81 -3.27

2S+1	2
lowest unoccupied orbital energy (spin up / spin down)	0.2 / -0.1	eV
E_HOMO (spin up / spin down)	-7.45 / -7.39	eV
expectation value of S²	0.754
E_tot	-4776.59252	hartree
frontier orbital gap (spin up / spin down)	0.280 / 0.267	hartree

=====

The following is a DFT calculation (the ωB97M-V functional and the def2-TZVPD basis) of a molecular structure, C35H37F3N8O2STi.

CARTESIAN COORDINATES (ANGSTROEM)
1 Ti -0.27 0.53 0.74
2 C 1.91 1.46 4.46
3 O 2.57 2.09 3.29
4 C 1.86 1.80 2.25
5 N 0.84 1.00 2.40
6 C 0.84 0.54 3.83
7 C 1.16 -0.93 3.94
8 C 0.45 -1.71 4.85
9 C 0.81 -3.04 5.06
10 C 1.87 -3.59 4.36
11 C 2.59 -2.81 3.45
12 C 2.23 -1.49 3.25
13 C 2.24 2.35 0.94
14 C 3.41 3.07 0.80
15 C 3.74 3.54 -0.47
16 C 2.85 3.29 -1.50
17 C 1.67 2.59 -1.24
18 N 1.36 2.09 -0.04
19 C 0.79 2.51 -2.46
20 N -0.23 3.26 -2.75
21 C -0.67 3.08 -4.17
22 C 0.40 2.07 -4.65
23 O 1.20 1.77 -3.43
24 C -2.12 2.67 -4.32
25 C -3.07 3.68 -4.48
26 C -4.40 3.37 -4.67
27 C -4.80 2.04 -4.72
28 C -3.86 1.02 -4.58
29 C -2.52 1.34 -4.37
30 H 1.52 2.28 5.06
31 H 2.68 0.92 5.01
32 H -0.13 0.73 4.28
33 H -0.36 -1.28 5.42
34 H 0.26 -3.64 5.78
35 H 2.16 -4.62 4.54
36 H 3.44 -3.24 2.94
37 H 2.83 -0.88 2.57
38 H 4.04 3.23 1.66
39 H 4.65 4.09 -0.64
40 H 3.05 3.65 -2.50
41 H -0.52 4.05 -4.65
42 H 1.09 2.47 -5.38
43 H -0.01 1.13 -4.99
44 H -2.76 4.72 -4.50
45 H -5.13 4.16 -4.82
46 H -5.84 1.79 -4.91
47 H -4.16 -0.01 -4.66
48 H -1.81 0.53 -4.29
49 N -1.55 1.84 1.20
50 N -2.65 2.26 0.49
51 C -2.87 1.70 -0.70
52 N -3.91 2.00 -1.43
53 S -1.68 0.56 -1.21
54 H -1.47 2.39 2.05
55 H -0.60 3.97 -2.13
56 H -3.28 2.93 0.92
57 H -4.65 2.62 -1.10
58 H -4.01 1.61 -2.36
59 C 3.88 -2.04 -1.55
60 C 2.41 -2.48 -1.76
61 C 2.03 -2.46 -3.25
62 C 2.16 -3.87 -1.14
63 C 1.55 -1.53 -1.05
64 N 0.87 -0.77 -0.51
65 H 4.52 -2.76 -2.06
66 H 4.15 -2.04 -0.49
67 H 4.07 -1.06 -1.97
68 H 2.67 -3.17 -3.77
69 H 2.20 -1.47 -3.69
70 H 0.99 -2.76 -3.40
71 H 2.79 -4.59 -1.66
72 H 1.12 -4.18 -1.27
73 H 2.42 -3.89 -0.08
74 F -4.18 -4.36 3.87
75 C -2.86 -4.39 3.92
76 F -2.46 -4.22 5.19
77 F -2.42 -5.57 3.48
78 C -2.27 -3.26 3.09
79 C -2.87 -2.01 3.11
80 C -2.29 -0.98 2.41
81 N -1.14 -1.13 1.69
82 C -0.58 -2.36 1.68
83 C -1.11 -3.44 2.35
84 H -3.79 -1.83 3.66
85 H -2.74 0.00 2.39
86 H 0.33 -2.47 1.12
87 H -0.62 -4.40 2.30

2S+1	1
lowest unoccupied orbital energy	-12.5	eV
E_HOMO	-18.76	eV
E_tot	-3490.47733	hartree
frontier orbital gap	0.230	hartree
total charge	+4
energy relative to the best compared isomer or geometry (same formula, charge and spin)	0.0	kJ/mol

=====

- The highest 2S+1 belongs to which entry?
  C35H37CuF5N12O3S

=====

- Which of these has the highest E_tot?
  C35H37ClO4P2Sn

=====

- Which formula does entry 1 have?
  C35H37ClO4P2Sn